1.
{"formula": "C27H18BiF6O3STe", "method": "ωB97M-V/def2-TZVPD", "symbols": ["Bi", "C", "O", "C", "C", "C", "C", "C", "C", "O", "C", "O", "C", "H", "H", "H", "H", "H", "H", "H", "H", "H", "F", "C", "C", "F", "C", "F", "C", "S", "C", "F", "C", "F", "Te", "C", "C", "C", "C", "C", "C", "H", "H", "H", "H", "H", "F", "C", "C", "C", "C", "C", "C", "H", "H", "H", "H"], "coordinates": [[-0.10633, -0.01650, 0.30846], [-7.73017, 0.81369, -0.67916], [-6.46879, 0.52213, -1.22347], [-5.36574, 1.08721, -0.63895], [-5.42565, 1.98046, 0.44757], [-4.26542, 2.49985, 0.95174], [-2.99894, 2.17860, 0.43580], [-1.81673, 2.74534, 1.00043], [-1.93087, 3.70446, 2.16987], [-0.66440, 2.46697, 0.61361], [-2.92101, 1.26044, -0.67629], [-1.82667, 0.89772, -1.20979], [-4.14829, 0.74346, -1.17053], [-8.45169, 0.28806, -1.30539], [-7.94866, 1.88913, -0.69611], [-7.80764, 0.43804, 0.34797], [-6.36289, 2.24797, 0.90679], [-4.33261, 3.18286, 1.78428], [-2.34552, 3.18604, 3.03302], [-2.56675, 4.55509, 1.93279], [-0.93242, 4.05347, 2.41859], [-4.10885, 0.04669, -1.99417], [1.63353, -7.83450, 0.28402], [1.28947, -6.58443, 0.65337], [1.73549, -5.49094, -0.08115], [2.49210, -5.69888, -1.17411], [1.40573, -4.21025, 0.31127], [1.84914, -3.17789, -0.43409], [0.64013, -3.94263, 1.46074], [0.31151, -2.36047, 2.00086], [0.19029, -5.07731, 2.16914], [-0.55934, -4.91446, 3.27275], [0.49413, -6.36459, 1.77366], [0.02769, -7.42095, 2.46845], [1.60000, 1.30753, 2.09316], [3.63230, 1.09597, 1.43290], [3.98722, 0.94794, 0.10247], [5.31393, 0.97920, -0.28738], [6.31164, 1.14914, 0.65520], [5.96962, 1.26506, 1.99261], [4.64254, 1.24112, 2.37690], [3.22561, 0.80788, -0.64444], [5.56461, 0.88700, -1.33596], [7.34734, 1.19871, 0.34846], [6.74381, 1.38355, 2.74057], [4.36985, 1.33066, 3.41758], [2.99826, 1.47772, -5.02540], [2.35799, 1.10308, -3.88232], [2.19339, -0.24373, -3.61959], [1.57029, -0.61774, -2.43826], [1.12469, 0.33630, -1.53883], [1.27158, 1.68239, -1.85317], [1.89158, 2.07938, -3.02248], [2.54591, -0.98321, -4.32197], [1.44525, -1.66677, -2.22409], [0.88872, 2.42189, -1.16762], [2.02007, 3.12305, -3.26032]], "atomic_forces_ev_per_a": [[-0.6, -0.3, -0.3], [-0.2, 0.0, 0.1], [0.4, 0.1, 0.0], [0.3, -0.1, -0.2], [-0.4, 0.1, 0.2], [0.1, -0.1, -0.1], [-0.2, -0.3, -0.3], [0.5, 0.1, 0.2], [0.2, 0.1, -0.2], [-0.6, 0.4, 0.1], [-0.2, 0.1, 0.0], [0.2, -0.2, -0.2], [-0.3, -0.1, -0.1], [0.0, 0.1, 0.1], [0.0, -0.1, 0.0], [-0.1, 0.1, -0.1], [-0.1, 0.0, 0.0], [0.0, 0.0, 0.1], [-0.1, 0.0, 0.1], [-0.1, 0.0, 0.0], [0.0, 0.0, 0.0], [0.0, 0.0, -0.1], [-0.1, 0.2, 0.1], [0.0, 0.2, 0.0], [0.0, -0.3, 0.0], [-0.1, 0.0, 0.1], [-0.2, 0.1, 0.4], [0.0, -0.3, 0.1], [0.2, -0.9, -0.4], [0.0, 0.7, 0.2], [0.1, 0.4, -0.2], [0.1, -0.1, -0.2], [0.1, -0.2, -0.1], [0.1, 0.2, -0.1], [1.3, 0.3, 0.5], [-0.4, -0.1, 0.2], [-0.2, -0.1, -0.2], [0.1, 0.0, 0.0], [0.2, 0.0, 0.0], [0.2, 0.1, 0.1], [-0.3, 0.0, 0.1], [0.0, 0.0, -0.1], [0.0, 0.0, 0.0], [0.1, 0.0, 0.0], [0.0, 0.0, 0.0], [0.1, 0.0, 0.2], [-0.2, -0.1, 0.2], [0.0, -0.1, -0.1], [0.1, 0.2, -0.2], [-0.1, -0.1, 0.2], [-0.2, -0.1, 0.1], [-0.1, -0.1, 0.0], [0.2, 0.0, -0.2], [0.1, 0.0, -0.1], [0.0, -0.2, 0.0], [0.0, 0.2, 0.0], [0.0, 0.1, -0.1]], "e_lumo_ha": 0.0874, "total_charge": -1, "fmax_ev_per_a": 1.4, "energy_ev": -74707.081, "homo_lumo_gap_ev": 6.85}

2.
{"formula": "C6H11N3", "method": "ωB97M-V/def2-TZVPD", "symbols": ["H", "N", "C", "C", "N", "C", "C", "C", "C", "N", "H", "H", "H", "H", "H", "H", "H", "H", "H", "H"], "coordinates": [[-2.06993, 1.88279, 0.64476], [-2.53904, 1.00177, 0.18372], [-1.71667, 0.13686, -0.01674], [-2.25861, -1.18072, -0.15546], [-0.20717, 0.25283, -0.03473], [0.54602, 1.47876, 0.11292], [2.00660, 1.03860, -0.21479], [1.90121, -0.45598, -0.40874], [1.49056, -1.37346, 0.73930], [0.68668, -0.97169, -0.34917], [-3.42158, -1.18121, 0.10245], [-1.53820, -2.24074, 0.12682], [-2.40296, -1.41900, -1.39109], [0.77932, 1.98418, 1.10281], [0.08043, 2.15279, -0.74633], [2.45402, 1.72098, -0.91856], [2.60907, 1.41100, 0.73080], [2.80403, -0.95559, -1.02551], [1.83949, -2.31756, 0.71339], [1.46839, -0.88230, 1.72271]], "atomic_forces_ev_per_a": [[-1.1, -1.6, -1.7], [-1.0, 6.4, 2.8], [6.2, -2.6, 0.0], [-1.5, -6.4, -4.2], [-2.0, -1.9, 0.8], [0.2, 1.0, -2.0], [0.4, 1.6, 2.9], [7.9, 0.0, -0.8], [0.6, 4.0, 1.7], [-7.2, 0.7, -0.9], [2.9, -0.3, 0.2], [-2.4, 3.6, -0.4], [0.7, 0.7, 3.0], [-2.0, -0.5, -0.8], [1.2, -0.5, 2.2], [0.1, -0.7, -1.2], [-0.8, -1.5, -1.6], [-2.6, 1.2, 0.6], [0.9, -3.1, -0.1], [-0.5, -0.2, -0.5]], "e_lumo_ha": 0.0333, "relative_energy_kj_mol": 612.23, "fmax_ev_per_a": 8.0, "smiles": "[H]/N=C(/C)N1CC[C@H]2CN21", "energy_ev": -10864.474, "homo_lumo_gap_ev": 9.41}

3.
{"formula": "C10H34CsN11O4", "method": "ωB97M-V/def2-TZVPD", "symbols": ["Cs", "N", "C", "C", "N", "C", "C", "N", "H", "H", "H", "H", "H", "H", "H", "H", "H", "H", "H", "H", "H", "N", "C", "O", "C", "C", "H", "H", "H", "H", "H", "H", "N", "C", "C", "N", "H", "H", "H", "H", "H", "H", "H", "H", "N", "N", "C", "N", "N", "N", "O", "O", "H", "H", "H", "H", "H", "O", "H", "H"], "coordinates": [[-0.36393, 0.41625, 1.13375], [1.77301, -1.30561, -1.35312], [2.94472, -0.62072, -1.88721], [4.18456, -0.90398, -1.03832], [3.88908, -1.12454, 0.36018], [4.88122, -1.77202, 1.20747], [4.22861, -1.92771, 2.63813], [2.97410, -2.67193, 2.50118], [1.90959, -2.33258, -1.49713], [0.91411, -1.15658, -1.92161], [2.84591, 0.53422, -1.96497], [3.16904, -0.88653, -2.96036], [4.86926, -0.03784, -1.11345], [4.77704, -1.71108, -1.47195], [2.92828, -1.46780, 0.57997], [5.75301, -1.08540, 1.33602], [5.32855, -2.74384, 0.84186], [4.12845, -0.91563, 3.05124], [5.05383, -2.36301, 3.27456], [2.47482, -2.52022, 3.40963], [3.21315, -3.62275, 2.38738], [-4.52957, -0.71400, -4.90089], [-3.55647, -0.99270, -3.95469], [-3.53772, -0.47338, -2.87677], [-2.51351, -2.03609, -4.38046], [-1.32240, -1.30914, -4.66790], [-4.95328, 0.21348, -4.82521], [-4.49042, -1.14445, -5.81354], [-3.05552, -2.46137, -5.23981], [-2.50958, -2.84346, -3.61880], [-0.37159, -1.60846, -4.10180], [-1.27933, -0.39920, -5.35008], [0.01319, 3.62203, 0.03768], [0.95055, 3.62070, -1.06501], [0.33249, 2.90565, -2.25955], [-0.42470, 1.71557, -1.98991], [-0.91036, 3.85467, -0.33219], [0.23244, 4.35806, 0.75104], [1.81583, 2.97919, -0.77580], [1.31996, 4.60866, -1.36773], [1.26017, 2.68676, -2.86075], [-0.23414, 3.64463, -2.79392], [-0.64453, 1.09837, -2.76503], [-1.35759, 1.97684, -1.59442], [-2.21486, 2.27880, 3.62757], [-2.81679, 1.79223, 4.84685], [-2.74565, 0.48109, 4.91883], [-3.53284, -0.19565, 5.77368], [-1.71606, 0.03668, 4.19182], [-1.50256, -1.35436, 4.10394], [-2.26274, -2.18675, 4.64675], [-0.47464, -1.71367, 3.52281], [-1.49292, 1.58580, 3.46644], [-1.71932, 3.11532, 3.83497], [-3.48025, 2.36050, 5.32465], [-4.45078, 0.23294, 6.06021], [-3.48168, -1.19816, 5.52122], [-3.02606, 0.62945, -0.15717], [-3.71408, 0.86451, 0.48388], [-3.47911, 0.18823, -0.93410]], "atomic_forces_ev_per_a": [[0.3, -0.5, 0.3], [-1.1, -1.2, -1.0], [0.4, 1.8, -1.3], [0.6, 0.3, 0.5], [-0.9, -0.4, 0.5], [0.0, 0.8, 0.8], [2.1, -0.1, -1.3], [-0.1, 2.2, 2.0], [0.1, 1.0, 0.5], [0.9, 0.4, 0.5], [-0.6, -1.8, 0.6], [-0.1, 0.0, 0.9], [-0.2, -0.1, -0.1], [-0.1, -0.6, -0.1], [1.3, 0.2, -0.5], [-0.4, -0.4, -0.2], [-0.7, 0.6, 0.1], [-0.7, -0.3, -0.2], [-1.0, -0.2, -0.3], [0.1, -0.7, -1.3], [-0.1, -1.3, 0.1], [0.5, 0.7, 0.5], [-0.7, -0.8, -1.1], [0.0, 0.9, 1.2], [-3.1, -0.7, 0.1], [3.7, 0.9, 0.0], [0.0, -0.7, -0.1], [0.1, 0.3, 0.2], [0.8, -0.4, -0.3], [0.6, 0.7, -0.3], [-1.4, 0.7, -1.1], [-0.2, -1.5, 1.0], [-0.5, 1.3, 1.2], [0.6, -1.5, 0.5], [1.8, 0.4, -1.3], [-1.5, -0.3, 1.4], [0.1, 0.1, 0.3], [-0.2, -1.0, -1.0], [-0.3, 0.7, 0.1], [-0.1, -0.2, -0.1], [-1.2, -0.1, 0.0], [-0.5, 0.5, -0.6], [0.4, 0.4, -0.2], [1.1, -0.5, -0.3], [-1.2, 1.1, -0.2], [0.6, 2.9, -0.8], [2.2, -2.1, -0.7], [-1.9, -0.2, 0.9], [-0.9, -2.5, 0.6], [-1.1, 2.8, 0.6], [-2.0, -1.3, 1.2], [2.9, -0.3, -2.0], [0.0, -0.3, 0.2], [0.3, 1.0, 0.5], [-0.5, 0.1, -0.2], [1.5, -0.8, -0.8], [0.0, 0.1, 0.4], [-0.9, -0.5, -1.1], [0.2, -0.2, -0.3], [0.7, 0.7, 1.2]], "e_lumo_ha": [-0.0061, -0.0264], "relative_energy_kj_mol": 316.09, "fmax_ev_per_a": 3.8, "energy_ev": -36042.856, "homo_lumo_gap_ev": [6.88, 2.37]}

4.
{"formula": "C21H14BrN2O4OsS2", "method": "ωB97M-V/def2-TZVPD", "symbols": ["Os", "O", "C", "O", "C", "C", "C", "N", "C", "C", "C", "O", "O", "H", "H", "H", "S", "C", "N", "C", "C", "C", "C", "C", "C", "S", "H", "H", "H", "H", "C", "C", "C", "C", "C", "C", "C", "H", "H", "H", "H", "H", "H", "H", "Br"], "coordinates": [[0.25310, -0.32263, -0.05907], [-1.48586, 2.11083, 6.30152], [-0.97668, 0.99233, 6.10118], [-0.75691, 0.04157, 6.86872], [-0.55684, 0.74486, 4.63048], [-0.58154, 1.77935, 3.70218], [-0.28906, 1.52456, 2.37899], [0.01638, 0.29632, 1.95198], [0.09587, -0.70253, 2.84223], [-0.17727, -0.51460, 4.18091], [0.51923, -2.01717, 2.25224], [0.64483, -3.02321, 2.90147], [0.76681, -1.94434, 0.95118], [-0.85312, 2.76941, 4.04289], [-0.29373, 2.29954, 1.62280], [-0.11351, -1.34099, 4.87530], [2.24221, 0.78699, 0.33091], [1.79204, 1.67454, -1.06081], [0.56455, 1.37927, -1.41326], [0.22545, 1.95935, -2.63388], [-0.96179, 1.80828, -3.34512], [-1.11275, 2.48737, -4.53862], [-0.10291, 3.31312, -5.03607], [1.08390, 3.46571, -4.34465], [1.23957, 2.78037, -3.14680], [2.64258, 2.75285, -2.10735], [-1.73591, 1.15371, -2.97874], [-2.02942, 2.36951, -5.10148], [-0.24373, 3.82939, -5.97652], [1.87716, 4.09149, -4.73225], [-1.71335, 0.38657, -0.20226], [-2.45164, -0.71704, 0.48429], [-2.89139, -0.60806, 1.80965], [-3.49096, -1.67733, 2.44856], [-3.67173, -2.88196, 1.77679], [-3.26974, -2.99808, 0.45647], [-2.66791, -1.92443, -0.18575], [-1.87002, 1.35985, 0.25777], [-1.98147, 0.41812, -1.25394], [-2.76499, 0.32572, 2.34409], [-3.80609, -1.57324, 3.47909], [-4.12294, -3.72379, 2.28625], [-3.41026, -3.92956, -0.07702], [-2.33888, -2.02336, -1.21225], [0.23079, -1.57754, -2.23158]], "atomic_forces_ev_per_a": [[0.2, -0.1, 0.3], [0.0, 0.0, 0.0], [0.0, 0.0, 0.2], [0.0, 0.0, -0.1], [0.0, -0.1, -0.1], [0.0, 0.0, 0.0], [0.1, 0.0, 0.0], [-0.2, 0.0, -0.2], [0.0, 0.0, 0.0], [0.0, 0.0, 0.1], [0.1, 0.0, -0.1], [0.0, 0.0, 0.1], [-0.6, -0.2, 0.0], [0.0, 0.0, 0.0], [0.0, 0.0, 0.0], [0.0, 0.0, 0.0], [0.5, 0.3, -0.3], [-0.2, -0.1, 0.1], [0.1, 0.1, -0.1], [0.0, 0.0, 0.1], [0.0, 0.0, 0.0], [0.0, 0.0, 0.0], [0.0, 0.0, 0.0], [0.0, 0.0, 0.0], [0.0, 0.0, 0.0], [-0.1, 0.0, 0.0], [0.0, 0.0, -0.1], [0.0, 0.0, 0.0], [0.0, 0.0, 0.0], [0.0, 0.0, 0.0], [-0.1, -0.2, 0.2], [0.0, 0.0, -0.1], [0.0, 0.0, 0.0], [0.0, 0.0, 0.0], [0.0, 0.0, 0.0], [0.0, 0.0, 0.0], [0.0, 0.0, 0.0], [0.0, 0.0, 0.0], [0.0, 0.1, 0.0], [0.0, 0.0, 0.0], [0.0, 0.0, 0.0], [0.0, 0.0, 0.0], [0.0, 0.0, 0.0], [0.0, 0.0, 0.0], [0.2, 0.0, 0.0]], "e_lumo_ha": 0.0444, "total_charge": -1, "relative_energy_kj_mol": 17.13, "fmax_ev_per_a": 0.7, "energy_ev": -127359.710, "homo_lumo_gap_ev": 6.81}

| no. | molecular weight (g mol⁻¹) |
| --- | --- |
| 1 | 873.073 |
| 2 | 125.175 |
| 3 | 505.360 |
| 4 | 692.621 |